[1]
Entry from the OMol25 dataset: a cluster of 2 separate species, C4H13N2O2 in total (ωB97M-V with the def2-TZVPD basis set).

- LUMO energy (alpha / beta) (eV) = -8.42 / -13.26
- spin multiplicity = 2
- HOMO (alpha / beta) (eV) = -18.5 / -18.5
- gap between HOMO and LUMO (alpha / beta) (Ha) = 0.372 / 0.194
- net charge = +2
- relative energy (zero: lowest compared OMol25 entry of this formula, charge and spin) (kcal per mole) = 32.1

Each line ends with the Mulliken spin population.
Geometry (Å):
N  0.98  -1.82  -0.60  0.00
C  -0.30  -0.98  -0.72  -0.01
C  -0.97  -1.20  0.67  0.00
C  0.29  0.45  -0.88  -0.09
N  -0.45  1.53  -0.39  0.73
C  -1.89  1.61  -0.56  0.03
O  1.48  0.57  -1.07  0.29
H  1.40  -1.60  0.33  0.00
H  0.79  -2.80  -0.36  0.00
H  1.71  -1.57  -1.27  0.00
H  -0.99  -1.34  -1.48  -0.01
H  -0.45  -0.81  1.56  0.00
H  -1.89  -0.62  0.73  0.00
H  -1.14  -2.25  0.86  0.00
H  0.07  2.42  -0.27  -0.03
H  -2.47  1.61  0.36  0.05
H  -2.17  1.08  -1.46  0.01
H  -2.06  2.65  -0.95  0.03
H  2.46  0.95  2.58  0.00
H  3.06  1.45  1.29  0.00
O  2.53  0.69  1.63  0.00



[2]
Entry from the OMol25 dataset: a cluster of 2 separate species, C4H3FNO2 in total (ωB97M-V with the def2-TZVPD basis set).

- LUMO energy (eV) = 4.18
- spin multiplicity = 1
- HOMO (eV) = -5.1
- gap between HOMO and LUMO (Ha) = 0.342
- net charge = -1
- relative energy (zero: lowest compared OMol25 entry of this formula, charge and spin) (kcal per mole) = 43.0

Each line ends with the Löwdin charge.
Geometry (Å):
C  0.40  -2.03  -1.31  -0.11
C  0.83  1.43  0.00  -0.71
C  -0.89  -0.19  0.94  0.06
C  -0.53  1.06  0.67  -0.29
N  -0.20  -2.86  -1.80  0.02
O  1.42  0.41  -0.43  -0.11
O  1.13  2.59  -0.07  0.02
F  -1.34  2.09  0.84  0.06
H  -1.83  -0.54  1.30  0.06
H  -0.04  -0.73  0.92  0.00
H  1.05  -1.23  -1.08  0.00



[3]
Entry from the OMol25 dataset: a cluster of 2 separate species, H4N2O3Si in total (ωB97M-V with the def2-TZVPD basis set).

- LUMO energy (alpha / beta) (eV) = -1.01 / -0.96
- spin multiplicity = 1
- HOMO (alpha / beta) (eV) = -9.2 / -9.0
- gap between HOMO and LUMO (alpha / beta) (Ha) = 0.301 / 0.295
- relative energy (zero: lowest compared OMol25 entry of this formula, charge and spin) (kcal per mole) = 67.6

Each line ends with the Löwdin charge.
Geometry (Å):
N  -1.35  -0.97  0.19  -0.01
N  1.08  -0.21  -0.97  -0.47
O  1.28  -1.38  -1.27  0.02
O  1.69  0.73  -1.46  0.01
O  -0.73  1.66  0.16  -0.13
Si  -0.13  0.19  0.31  0.42
H  -2.21  -0.89  0.71  0.05
H  -1.11  -1.93  -0.01  0.05
H  -0.15  2.42  0.09  0.07
H  1.62  0.37  2.24  0.00



[4]
Entry from the OMol25 dataset: a structure of composition C16H31F3P2Pd (ωB97M-V with the def2-TZVPD basis set).

- LUMO energy (alpha / beta) (eV) = -5.27 / -7.02
- spin multiplicity = 5
- HOMO (alpha / beta) (eV) = -12.5 / -15.5
- gap between HOMO and LUMO (alpha / beta) (Ha) = 0.267 / 0.310
- net charge = +2
- relative energy (zero: lowest compared OMol25 entry of this formula, charge and spin) (kcal per mole) = 0.0

Each line ends with the Mulliken spin population.
Geometry (Å):
P  -0.19  -2.05  -1.55  0.12
P  0.21  2.07  -1.52  0.05
C  -0.43  -0.60  -2.72  0.00
C  0.45  0.68  -2.71  0.00
H  -1.51  -0.34  -2.74  0.00
H  -0.23  -1.08  -3.69  0.00
H  1.53  0.41  -2.72  0.00
H  0.27  1.16  -3.68  0.00
C  -1.37  2.83  -1.91  0.01
H  -1.67  3.50  -1.09  0.01
H  -2.16  2.08  -2.04  0.00
H  -1.27  3.42  -2.83  0.00
C  1.48  3.32  -1.80  0.01
H  1.21  3.90  -2.70  0.00
H  2.46  2.84  -1.96  0.00
H  1.54  3.99  -0.93  0.00
C  -1.40  -3.23  -2.21  0.02
H  -1.47  -4.11  -1.54  0.00
H  -1.03  -3.56  -3.19  0.00
H  -2.39  -2.76  -2.32  0.00
C  1.37  -2.71  -2.17  0.00
H  2.11  -1.92  -2.35  -0.01
H  1.15  -3.21  -3.13  0.01
H  1.79  -3.45  -1.47  0.01
Pd  1.28  0.17  4.85  1.38
C  0.16  1.78  0.24  0.09
C  -1.17  1.32  0.64  0.57
C  -1.79  0.16  0.06  0.09
C  -1.60  -1.15  0.85  0.20
C  -0.45  -2.03  0.26  -0.04
C  0.95  -1.68  0.48  0.72
C  1.56  -0.42  0.08  0.10
C  1.30  0.88  0.86  0.19
C  0.33  -1.48  4.38  0.38
H  0.32  2.79  0.65  0.00
H  -1.54  1.69  1.60  -0.02
H  -1.33  0.02  -0.92  -0.06
H  -2.87  0.33  -0.15  0.05
H  -1.41  -0.96  1.92  -0.02
H  -2.54  -1.72  0.81  -0.01
H  -0.63  -3.08  0.57  0.00
H  1.49  -2.27  1.24  -0.10
H  1.25  -0.23  -0.95  -0.04
H  2.65  -0.58  0.00  0.00
H  1.06  0.70  1.93  -0.02
H  2.23  1.46  0.85  0.01
H  0.78  -2.19  5.11  0.02
H  0.46  -1.83  3.34  -0.02
H  -0.74  -1.31  4.61  0.02
F  -0.97  1.46  6.01  0.02
C  0.17  1.80  5.33  0.19
F  -0.24  2.52  4.22  0.03
F  0.86  2.68  6.13  0.02



For reference, strongest force on any atom by record: 2.74, 3.54, 2.73, 3.55 eV Å⁻¹.